# 1
114
Properties=species:S:1:pos:R:3:lowdin_charge:R:1 method="wB97M-V/def2-TZVPD" e_homo_ha=-0.29724 multiplicity=1 max_force_ha_per_bohr=0.02934 smiles="CC[C@@H](F)c1c(C[C@@H](C)F)c(N(C)C(C)=O)c(P(C)O)c2c1C(=O)NC2=O.ClCCCl.ClCCCl.ClCCCl.ClCCCl.ClCCCl.ClCCCl.ClCCCl.ClCCCl" charge=0 orbital_gap_ev=7.677
C -3.39685 -1.30092 -0.53149 -0.083
C -2.21608 -0.79681 0.31371 -0.216
C -2.30878 0.71106 0.45299 -0.251
F -3.61889 1.05184 0.86765 -0.017
C -1.38162 1.29084 1.49784 -0.032
C -0.39102 2.23190 1.17245 -0.058
C -0.22175 2.61726 -0.28389 -0.079
C 0.29831 1.39430 -1.11363 -0.348
C 1.28100 1.81799 -2.19880 -0.019
F 0.96612 0.51479 -0.25502 -0.037
C 0.41802 2.80420 2.16547 -0.167
N 1.44236 3.78344 1.90969 -0.102
C 2.53343 3.33021 1.02616 -0.027
C 0.92723 5.07571 1.53699 -0.446
C 0.63128 6.01458 2.68265 0.013
O 0.77800 5.43158 0.39608 0.097
C 0.27516 2.39355 3.50274 -0.183
P 1.39916 3.13211 4.77734 0.920
C 0.20164 4.01648 5.86619 -0.258
O 1.94014 1.79492 5.60688 -0.316
C -0.66752 1.42903 3.81836 -0.063
C -1.49091 0.90558 2.82264 -0.003
C -2.40508 -0.09042 3.51070 -0.360
O -3.44875 -0.58641 3.18957 0.115
N -1.79334 -0.33309 4.75277 0.181
C -1.01186 0.77011 5.13120 -0.382
O -0.73681 1.07433 6.25294 0.116
H -3.75873 -0.53193 -1.21932 0.082
H -4.23473 -1.55288 0.11450 -0.007
H -3.12325 -2.16462 -1.13710 0.059
H -1.29887 -1.02846 -0.21360 0.011
H -2.22068 -1.26043 1.29141 0.079
H -2.20462 1.18385 -0.51764 0.125
H 0.49985 3.40341 -0.43542 0.072
H -1.18919 2.90416 -0.68783 0.051
H -0.52174 0.86307 -1.59710 0.111
H 1.84532 2.70818 -1.92795 0.068
H 0.75835 1.99414 -3.14046 0.087
H 1.98293 1.00413 -2.38754 0.088
H 3.47435 3.67699 1.46555 0.091
H 2.57833 2.24351 1.03272 0.100
H 2.48375 3.74285 0.02090 0.073
H -0.18950 5.60393 3.27059 0.061
H 0.40065 7.00192 2.29613 0.068
H 1.52197 6.05352 3.31322 0.085
H -0.32674 4.75607 5.26461 0.021
H -0.55198 3.35922 6.30207 0.024
H 0.74597 4.50937 6.67021 0.035
H 2.56114 2.12582 6.26512 0.042
H -2.42171 -0.68995 5.46422 0.163
Cl -0.28425 -2.11182 -2.50018 0.589
C -0.21596 -3.80611 -1.93804 -0.675
C 1.20341 -4.26291 -1.70549 -0.718
Cl 2.10815 -4.40519 -3.23721 0.523
H -0.70138 -4.43701 -2.68006 0.063
H -0.78764 -3.85551 -1.01848 0.016
H 1.19805 -5.24977 -1.24478 0.051
H 1.75110 -3.58883 -1.05944 0.013
Cl 2.77688 -4.92429 -6.61485 0.542
C 1.50668 -5.81771 -7.49318 -0.652
C 0.16454 -5.72145 -6.81352 -0.655
Cl 0.12734 -6.60064 -5.26428 0.534
H 1.83039 -6.85089 -7.58952 0.068
H 1.44576 -5.37992 -8.48820 0.072
H -0.59742 -6.16879 -7.44982 0.072
H -0.10932 -4.68734 -6.61879 0.071
Cl -0.07000 -5.92895 1.84453 0.547
C 1.11004 -4.75912 2.49235 -0.644
C 0.54824 -3.36154 2.53517 -0.601
Cl 0.29194 -2.70543 0.89752 0.710
H 2.00330 -4.80891 1.87407 0.043
H 1.36654 -5.08471 3.49905 0.076
H 1.24705 -2.69779 3.04258 0.079
H -0.40377 -3.32660 3.06075 0.069
Cl -4.14144 -4.61643 1.45865 0.541
C -4.94178 -3.68596 2.75377 -0.654
C -6.37655 -3.35960 2.42289 -0.645
Cl -6.48666 -2.19577 1.08117 0.585
H -4.36322 -2.77975 2.92027 0.036
H -4.90379 -4.29718 3.65448 0.073
H -6.85144 -2.89944 3.28800 0.073
H -6.94169 -4.24673 2.14800 0.066
Cl -3.06976 4.53179 -0.42498 0.612
C -3.96675 4.06328 1.04778 -0.645
C -4.68149 5.23825 1.65701 -0.644
Cl -3.52617 6.41529 2.34065 0.559
H -3.25963 3.62456 1.74795 0.060
H -4.67743 3.29438 0.75437 0.070
H -5.31598 4.90236 2.47537 0.076
H -5.30134 5.75245 0.92680 0.069
Cl 6.22603 -8.28159 0.00059 0.534
C 5.30407 -7.81146 -1.45162 -0.663
C 5.10587 -6.32138 -1.54486 -0.649
Cl 4.01207 -5.70764 -0.27832 0.568
H 4.35289 -8.33714 -1.42790 0.068
H 5.87162 -8.15661 -2.31414 0.073
H 4.64924 -6.06903 -2.50140 0.053
H 6.04811 -5.78645 -1.45894 0.071
Cl -1.40631 9.78968 2.29923 0.532
C -2.50939 9.68614 0.90244 -0.680
C -2.09619 10.60410 -0.21831 -0.665
Cl -2.30156 12.32423 0.20551 0.532
H -3.51323 9.91144 1.25332 0.067
H -2.48695 8.65310 0.55823 0.047
H -2.71899 10.41563 -1.09118 0.072
H -1.05613 10.44982 -0.49379 0.068
Cl 7.38664 -3.32345 -5.37202 0.533
C 6.39673 -3.64357 -6.82049 -0.680
C 6.79850 -2.78090 -7.98848 -0.666
Cl 6.40474 -1.06307 -7.72509 0.536
H 5.35485 -3.49123 -6.55375 0.028
H 6.53788 -4.69300 -7.07405 0.072
H 6.25665 -3.09872 -8.87785 0.071
H 7.86485 -2.85318 -8.18701 0.067

# 2
101
Properties=species:S:1:pos:R:3:lowdin_charge:R:1 method="wB97M-V/def2-TZVPD" relative_energy_kj_mol=127.44 e_homo_ha="-0.38889 / -0.38889" multiplicity=1 max_force_ha_per_bohr=0.03418 charge=+1 orbital_gap_ev="6.194 / 6.195"
W -0.42483 -0.20541 -0.77817 1.172
O -0.96660 -3.75642 -4.97251 0.079
C -1.93417 -4.09960 -4.10719 -0.254
C -2.80651 -5.11521 -4.50209 0.001
C -3.81276 -5.53166 -3.66028 -0.059
C -3.98329 -4.95026 -2.40219 -0.077
C -3.13436 -3.94239 -2.00959 -0.023
C -2.10259 -3.49658 -2.84763 -0.078
C -1.21596 -2.42624 -2.40297 -0.367
O -1.50192 -1.85090 -1.23580 -0.251
N -0.18335 -2.05949 -3.09236 0.031
N 0.48904 -1.02878 -2.44717 -0.326
C 1.80876 -0.97930 -2.50699 -0.612
S 2.50229 -2.37742 -3.24723 1.008
C 4.23761 -2.01428 -3.64983 -0.502
C 4.70208 -0.57711 -3.54061 -0.489
S 4.89079 0.02750 -1.84370 0.888
H -0.40687 -3.05983 -4.57885 0.064
H -2.66454 -5.55918 -5.47711 0.125
H -4.47872 -6.32138 -3.98124 0.112
H -4.77518 -5.28478 -1.74790 0.105
H -3.25477 -3.46903 -1.04524 0.095
H 4.33191 -2.33632 -4.68763 0.083
H 4.86525 -2.67725 -3.05708 0.060
H 3.98299 0.09124 -4.01939 0.070
H 5.65089 -0.47050 -4.06622 0.085
C 1.41984 3.32841 -2.38185 -0.153
C 1.97899 1.95521 -2.72103 -0.358
Ge 2.05172 0.64749 -1.21525 0.799
C 5.20828 -1.45431 -0.85125 -0.512
C 5.36468 -1.02204 0.59983 -0.156
C 2.97364 1.69484 0.11992 -0.296
C 2.14131 2.39724 0.88083 -0.347
Ge 0.20025 1.88676 0.93740 0.821
C -0.99270 3.42980 0.57148 -0.399
C -1.85427 3.89895 1.73756 -0.165
C 0.11102 1.18221 2.79355 -0.373
C 0.31750 2.12888 3.97279 -0.140
C 2.65392 3.49664 1.74589 -0.244
C 3.94951 3.43823 2.26826 -0.038
C 4.44310 4.45085 3.07257 -0.070
C 3.65284 5.55294 3.37080 -0.076
C 2.36472 5.62235 2.86546 -0.065
C 1.86945 4.59986 2.06954 -0.052
H 1.52666 4.01037 -3.22677 0.080
H 1.94019 3.78061 -1.53623 0.066
H 0.35902 3.28387 -2.13181 0.043
H 3.02329 2.06282 -3.03498 0.055
H 1.44713 1.49778 -3.55605 0.053
H 6.11588 -1.94779 -1.20016 0.087
H 4.37448 -2.15192 -0.95367 0.054
H 6.18266 -0.31079 0.71215 0.078
H 5.58485 -1.88688 1.22485 0.080
H 4.45499 -0.54981 0.97565 0.054
H 4.04650 1.83428 0.08337 0.040
H -1.63125 3.16614 -0.27012 0.014
H -0.35760 4.24020 0.20524 0.055
H -2.48377 3.09505 2.12349 0.049
H -2.51242 4.71251 1.42830 0.079
H -1.25522 4.26954 2.57005 0.052
H 0.89730 0.41922 2.81533 0.056
H -0.84402 0.66981 2.90303 0.006
H 1.27248 2.64907 3.92681 0.058
H 0.29893 1.57337 4.91277 0.074
H -0.46612 2.88294 4.03473 0.057
H 4.57202 2.57613 2.06807 0.105
H 5.44565 4.37751 3.47236 0.107
H 4.03779 6.34522 3.99819 0.107
H 1.73550 6.47241 3.09356 0.109
H 0.85735 4.68209 1.69965 0.077
C -4.13246 -0.34814 3.65604 -0.216
Ge -5.02692 -0.75006 1.96632 0.732
C -6.10295 -2.36988 2.11905 -0.215
C -6.08462 0.76497 1.35385 -0.213
C -3.61872 -1.10668 0.62069 -0.633
Se -2.45327 0.45096 0.48014 0.743
C -1.24536 1.16051 -2.25227 -0.292
H -4.85848 -0.03138 4.40456 0.025
H -3.40247 0.45431 3.54022 -0.002
H -3.61925 -1.23024 4.04311 0.020
H -6.90895 -2.22609 2.83794 0.023
H -5.49473 -3.20881 2.45816 0.019
H -6.54903 -2.63239 1.16002 0.021
H -6.81015 1.05496 2.11377 0.025
H -6.62831 0.51302 0.44339 0.026
H -5.45300 1.62867 1.14611 0.009
H -4.05792 -1.30065 -0.35794 0.018
H -3.04168 -1.98511 0.90561 -0.011
H -1.63673 2.11666 -1.91980 -0.011
H -2.11111 0.53592 -2.52462 0.024
H -0.59193 1.27619 -3.11328 0.000
C 1.17576 -3.65081 0.47325 0.029
O 0.97006 -2.21439 0.28129 -0.172
C 0.17215 -1.47523 0.99549 -0.303
C -0.48113 -2.12068 2.15336 -0.050
H 0.24287 -4.14798 0.21202 0.112
H 1.46858 -3.84827 1.50103 0.101
H 1.96385 -3.90796 -0.22580 0.094
H 0.24314 -2.58202 2.83055 0.109
H -1.11303 -2.91878 1.73637 0.111
H -1.10543 -1.41807 2.69400 0.063

# 3
107
Properties=species:S:1:pos:R:3:lowdin_charge:R:1 method="wB97M-V/def2-TZVPD" e_homo_ha=-0.28308 multiplicity=1 max_force_ha_per_bohr=0.09412 smiles="CCNc1c(OC[C@H](C)CC(C)C)c(CNC)c2nsnc2c1CP(=O)(O)O.O=C1CCCO1.O=C1CCCO1.O=C1CCCO1.O=C1CCCO1" charge=0 orbital_gap_ev=6.976
C -3.18972 2.45965 1.94349 -0.097
C -3.17031 0.83458 1.77378 -0.227
N -1.89444 0.49965 1.07039 -0.066
C -1.83576 -0.89924 0.61519 -0.082
C -1.98223 -2.15159 1.56964 -0.078
O -2.18716 -2.03166 2.97692 -0.112
C -1.05067 -1.42557 3.64743 -0.169
C 0.27280 -2.33074 3.69554 -0.275
C 0.10467 -3.66982 4.62466 -0.092
C 1.40099 -1.42786 4.46905 -0.157
C 2.89255 -1.63440 3.89127 -0.382
C 3.17061 -0.47327 2.81273 -0.088
C 3.22600 -3.12140 3.38164 -0.093
C -1.95021 -3.61328 0.97534 0.007
C -2.13934 -4.91607 1.88282 -0.193
N -1.79762 -6.20098 1.20856 -0.171
C -2.28585 -7.39702 1.95835 -0.151
C -1.75193 -3.70733 -0.59102 -0.153
N -1.71430 -4.88813 -1.45013 -0.312
S -1.47172 -4.51857 -3.09049 0.900
N -1.40804 -2.80899 -3.03400 -0.287
C -1.58359 -2.49466 -1.64127 -0.240
C -1.64619 -1.09821 -0.93325 -0.080
C -1.54235 0.21538 -1.85437 -0.180
P 0.19323 0.96728 -1.69008 0.671
O 0.98502 0.08849 -0.68901 -0.359
O 0.08188 2.53753 -1.00478 -0.206
O 0.87261 0.96722 -3.26755 -0.211
H -4.25527 2.89223 1.88430 0.079
H -2.59663 2.81442 2.85417 0.064
H -2.63829 2.86505 1.00677 0.075
H -4.02216 0.61425 1.01601 0.131
H -3.34204 0.28048 2.75937 0.109
H -1.05541 0.79023 1.59179 0.114
H -1.37605 -1.26478 4.75025 0.157
H -0.75188 -0.39236 3.25678 0.111
H 0.62009 -2.68713 2.66613 0.131
H -1.01555 -3.93613 4.63827 0.068
H 0.40834 -3.48929 5.71519 0.078
H 0.71365 -4.55334 4.22042 0.072
H 1.38775 -1.58281 5.60198 0.110
H 1.12691 -0.31556 4.29139 0.099
H 3.61322 -1.42795 4.77984 0.133
H 4.29787 -0.33403 2.62806 0.060
H 2.79238 0.54726 3.21756 0.079
H 2.56510 -0.69068 1.86537 0.082
H 2.84995 -3.87667 4.15545 0.068
H 2.81680 -3.28558 2.32372 0.084
H 4.37876 -3.25623 3.34177 0.088
H -1.50938 -4.84607 2.83771 0.093
H -3.24043 -5.01937 2.23655 0.137
H -0.77162 -6.25555 1.04143 0.113
H -3.32440 -7.27797 2.41979 0.085
H -1.47365 -7.71250 2.72128 0.082
H -2.33174 -8.26455 1.18714 0.086
H -2.30397 0.96798 -1.42942 0.103
H -1.83693 -0.05600 -2.93004 0.086
H 1.02155 2.75686 -0.77002 0.078
H 0.11299 0.73695 -3.87139 0.070
O -3.58502 1.56927 5.48608 0.115
C -3.82339 2.74656 5.58261 -0.475
C -3.76239 3.55308 6.85065 -0.081
C -4.51696 4.80698 6.46611 -0.166
C -4.25794 4.90118 4.98093 -0.160
O -4.14901 3.54671 4.53011 -0.013
H -2.71705 3.76368 7.08917 0.136
H -4.24748 3.02824 7.67368 0.130
H -4.20048 5.69545 7.01560 0.119
H -5.58684 4.66162 6.64750 0.122
H -3.32181 5.42063 4.75417 0.131
H -5.07474 5.39879 4.45469 0.129
O 2.56372 3.92288 -8.67188 0.115
C 2.51589 3.50105 -7.54432 -0.476
C 3.67865 2.95733 -6.75951 -0.081
C 2.98510 2.23572 -5.62315 -0.165
C 1.70834 3.02635 -5.46593 -0.169
O 1.38859 3.49119 -6.78113 0.012
H 4.28832 3.79056 -6.40176 0.135
H 4.27560 2.27461 -7.36430 0.130
H 3.57668 2.18744 -4.70744 0.120
H 2.75158 1.21039 -5.92802 0.125
H 1.83423 3.89315 -4.81000 0.135
H 0.89251 2.41205 -5.08609 0.094
O -2.69564 1.61045 -5.10060 0.098
C -2.81974 1.83305 -6.28098 -0.470
C -1.92967 2.72331 -7.10304 -0.088
C -2.75795 2.93745 -8.35048 -0.160
C -3.56663 1.66408 -8.42661 -0.163
O -3.77566 1.26803 -7.06619 0.035
H -0.99812 2.19426 -7.31804 0.128
H -1.72949 3.66269 -6.58769 0.133
H -2.16267 3.12391 -9.24605 0.123
H -3.42546 3.79305 -8.20529 0.123
H -3.03206 0.86226 -8.94482 0.129
H -4.52982 1.82025 -8.91597 0.127
O 6.80526 -0.97762 2.52757 0.106
C 6.68659 -0.77067 1.34607 -0.488
C 7.59096 0.09489 0.51236 -0.083
C 6.76633 0.30274 -0.73874 -0.168
C 5.93933 -0.95943 -0.79774 -0.159
O 5.72263 -1.33342 0.56716 0.018
H 8.51499 -0.45038 0.30562 0.135
H 7.80426 1.03853 1.01469 0.129
H 7.36497 0.46772 -1.63656 0.117
H 6.11085 1.16972 -0.60640 0.121
H 6.46281 -1.77615 -1.30416 0.128
H 4.97891 -0.79578 -1.29036 0.129

# 4
98
Properties=species:S:1:pos:R:3:lowdin_charge:R:1 method="wB97M-V/def2-TZVPD" e_homo_ha=-0.29329 multiplicity=1 max_force_ha_per_bohr=0.09976 charge=+1 orbital_gap_ev=5.531
C -2.46748 1.35278 -1.64718 -0.367
C -2.76235 0.91585 0.62118 -0.360
C -3.78336 1.79726 -1.78957 -0.061
C -4.08021 1.46040 0.56236 -0.046
C -4.57407 1.92409 -0.63957 -0.074
H -4.15910 2.03625 -2.78693 0.107
H -4.66528 1.44739 1.48441 0.112
H -5.57118 2.36006 -0.69167 0.109
N -1.90839 1.14073 -0.44156 -0.061
P 0.14169 1.14285 -2.66619 1.027
P -1.04416 -0.68448 2.42881 1.010
C -1.68057 0.93672 -2.87685 -0.251
H -1.88344 -0.12800 -3.09338 0.089
H -2.04432 1.47448 -3.76326 0.079
C -2.46963 0.08343 1.73285 -0.305
H -3.25969 0.17585 2.49539 0.062
C -1.90371 -2.22323 3.29399 -0.653
C -0.09335 0.48901 3.69579 -0.681
C 0.85922 -0.13291 -3.85158 -0.680
C 0.41743 2.97248 -3.10776 -0.653
C -0.98050 -3.39664 2.91906 -0.111
H 0.06766 -3.21768 3.20560 0.071
H -1.32547 -4.31039 3.42609 0.085
H -1.00897 -3.57466 1.83411 0.057
C -2.03601 -2.03489 4.80948 -0.105
H -1.08420 -1.82359 5.31729 0.058
H -2.76131 -1.23963 5.03745 0.079
H -2.44407 -2.96093 5.24777 0.089
C -3.29948 -2.47186 2.72522 -0.105
H -3.66441 -3.43968 3.09537 0.097
H -4.01723 -1.70532 3.03118 0.081
H -3.27237 -2.51491 1.63686 0.027
C 1.05061 -0.33288 4.32017 -0.106
H 1.72619 -0.72902 3.54696 0.054
H 1.64299 0.32594 4.97319 0.085
H 0.70750 -1.17844 4.92884 0.059
C 0.51498 1.68245 2.94607 -0.167
H 1.33619 1.37621 2.28062 -0.003
H -0.23752 2.23040 2.36451 0.067
H 0.93773 2.38464 3.68280 0.087
C -1.07866 1.04613 4.72309 -0.109
H -1.52177 0.27980 5.36386 0.047
H -0.53246 1.73694 5.38363 0.083
H -1.88543 1.60773 4.23219 0.083
C 1.89745 3.16435 -3.46781 -0.090
H 2.08165 4.23548 -3.63832 0.097
H 2.55824 2.83094 -2.65416 0.058
H 2.17448 2.64241 -4.39220 0.069
C 0.07593 3.83623 -1.87873 -0.085
H -0.98207 3.75631 -1.59858 0.083
H 0.68479 3.57983 -1.00165 0.069
H 0.27778 4.89076 -2.12597 0.098
C -0.49327 3.39615 -4.26995 -0.083
H -0.25394 4.43719 -4.53234 0.100
H -0.34664 2.78343 -5.16832 0.070
H -1.55199 3.37435 -3.98046 0.078
C 0.20974 -1.50876 -3.58396 -0.090
H -0.80846 -1.55671 -3.99380 0.081
H 0.80400 -2.27499 -4.10639 0.098
H 0.17172 -1.76832 -2.51599 0.051
C 2.37810 -0.24558 -3.64288 -0.089
H 2.64127 -0.61373 -2.64298 0.066
H 2.76683 -0.96286 -4.38034 0.095
H 2.90231 0.70230 -3.80660 0.070
C 0.54486 0.31222 -5.28590 -0.089
H -0.53533 0.43925 -5.44451 0.085
H 1.06494 1.23765 -5.56600 0.070
H 0.88916 -0.48017 -5.96722 0.097
Sn 0.42382 0.52931 -0.21248 1.070
C 2.78878 0.77028 -0.31761 -0.875
O 3.32583 1.64046 -0.99052 -0.141
N -0.68309 -1.40800 -0.29327 -0.003
C -1.78708 -1.85612 -0.11741 -0.144
C -2.68488 -2.87079 -0.61797 -0.229
C -2.10375 -4.04512 -1.12496 -0.028
C -4.08174 -2.68992 -0.65974 -0.025
C -2.91076 -5.05647 -1.64659 -0.061
H -1.01539 -4.15429 -1.09052 0.122
C -4.88723 -3.71457 -1.15955 -0.055
H -4.50365 -1.75680 -0.27559 0.126
C -4.30218 -4.89022 -1.65131 -0.062
H -2.45239 -5.96849 -2.03860 0.113
H -5.97346 -3.59132 -1.16265 0.115
H -4.94501 -5.67846 -2.05247 0.112
C 7.16612 -0.13615 2.65250 -0.053
N 5.76713 -0.30435 2.26743 -0.020
C 5.08513 0.42901 1.38055 -0.536
S 3.55971 -0.36225 0.81011 0.963
N 5.45261 1.62015 0.93300 0.026
C 6.54134 2.45488 1.42312 -0.041
H 7.81483 -0.00023 1.77774 0.096
H 7.47625 -1.04615 3.16822 0.099
H 7.28512 0.71144 3.33738 0.086
H 5.30459 -1.18134 2.51204 0.131
H 4.85344 2.00780 0.20284 0.109
H 7.51232 2.08292 1.07622 0.091
H 6.39024 3.45625 1.00834 0.104
H 6.52974 2.52010 2.51611 0.094